Record 1
Entry from the OMol25 dataset: a single C4H12N4O molecule (ωB97M-V/def2-TZVPD).

Values from the calculation:
Highest occupied orbital energy: -9.30 eV
Max |F|: 0.5 eV Å⁻¹
Kohn-Sham gap: 0.375 hartree
DFT total energy: -453.8687 hartree
Multiplicity: 1
ΔE to the lowest compared entry with this formula, charge and spin: 0.9124 eV

Each line ends with the Löwdin charge.
Element x y z (Å)
C1 -0.641 -1.769 -0.263  -0.057
C2 -0.623 -0.255 -0.064  -0.371
N1 -1.464 0.104 1.081  -0.132
N2 -2.834 -0.237 0.961  -0.022
C3 0.825 0.220 0.202  -0.278
N3 0.968 1.519 0.849  0.034
C4 1.634 0.243 -1.106  -0.517
N4 2.728 1.020 -1.017  0.163
O1 1.338 -0.382 -2.101  0.052
H1 0.075 -2.036 -1.033  0.070
H2 -0.380 -2.264 0.670  0.084
H3 -1.624 -2.109 -0.581  0.068
H4 -0.984 0.229 -0.994  0.145
H5 -1.442 1.112 1.224  0.092
H6 -3.188 -0.065 0.015  0.075
H7 -2.933 -1.229 1.158  0.066
H8 1.309 -0.513 0.860  0.158
H9 0.434 2.222 0.347  0.092
H10 0.620 1.474 1.800  0.079
H11 2.860 1.574 -0.187  0.086
H12 3.322 1.142 -1.820  0.113

Record 2
Entry from the OMol25 dataset: 2 unconnected molecules or ions with the total composition C6H14O at a distorted geometry (ωB97M-V/def2-TZVPD).

Values from the calculation:
Highest occupied orbital energy: -9.11 eV
Max |F|: 2.1 eV Å⁻¹
Kohn-Sham gap: 0.368 hartree
DFT total energy: -312.1649 hartree
Multiplicity: 1
ΔE to the lowest compared entry with this formula, charge and spin: 2.4520 eV

Each line ends with the Löwdin charge.
Element x y z (Å)
C1 -1.735 -1.580 -1.630  0.011
C2 -1.064 -0.490 -1.213  -0.208
C3 0.385 -0.315 -1.577  -0.203
C4 1.227 0.504 -0.571  -0.215
C5 0.663 0.674 0.870  -0.271
C6 1.801 0.980 1.854  -0.114
H1 -1.170 -2.495 -1.689  0.055
H2 -2.633 -1.495 -2.235  0.069
H3 -1.464 0.392 -0.718  0.098
H4 0.475 0.191 -2.542  0.115
H5 0.895 -1.272 -1.731  0.112
H6 1.314 1.556 -0.877  0.106
H7 2.270 0.181 -0.573  0.100
H8 0.013 1.544 0.841  0.104
H9 0.171 -0.259 1.140  0.097
H10 1.411 0.726 2.849  0.067
H11 2.683 0.343 1.817  0.071
H12 2.013 2.047 1.851  0.072
O1 -2.805 -0.555 1.488  -0.068
H13 -2.237 -0.751 0.725  -0.024
H14 -2.213 0.072 1.922  0.025

Record 3
Entry from the OMol25 dataset: a molecular structure, H16O8 at a distorted geometry (ωB97M-V/def2-TZVPD).

Values from the calculation:
Highest occupied orbital energy: -9.23 eV
Max |F|: 8.3 eV Å⁻¹
Kohn-Sham gap: 0.341 hartree
DFT total energy: -611.2206 hartree
Multiplicity: 1
ΔE to the lowest compared entry with this formula, charge and spin: 9.8508 eV

Each line ends with the Löwdin charge.
Element x y z (Å)
O1 0.530 0.002 -1.726  -0.014
H1 1.444 0.115 -1.990  0.069
H2 0.484 0.384 -0.850  -0.072
O2 -0.361 0.726 0.179  0.096
H3 0.251 0.292 0.772  0.074
H4 -0.705 0.021 -0.370  0.083
O3 0.520 2.530 0.359  0.003
H5 -0.077 1.798 0.203  -0.193
H6 -0.052 3.291 0.455  0.095
O4 2.069 1.298 1.475  -0.056
H7 2.836 1.757 1.132  0.070
H8 1.324 1.817 1.174  -0.094
O5 -1.965 -1.552 -0.643  -0.013
H9 -1.027 -1.685 -0.504  -0.225
H10 -2.358 -2.403 -0.451  0.098
O6 -3.097 0.290 -0.712  -0.083
H11 -2.374 -0.335 -0.747  -0.154
H12 -3.122 0.677 -1.587  0.025
O7 1.363 -1.052 1.129  0.009
H13 1.240 -0.227 1.598  0.043
H14 1.889 -1.589 1.721  0.124
O8 0.036 -1.980 -0.340  0.046
H15 0.647 -1.360 0.059  -0.060
H16 0.504 -2.815 -0.336  0.129

Record 4
Entry from the OMol25 dataset: a gas-phase ion, C4H13N2 (charge +1) at a distorted geometry (ωB97M-V/def2-TZVPD).

Values from the calculation:
Highest occupied orbital energy: -13.04 eV
Max |F|: 2.8 eV Å⁻¹
Kohn-Sham gap: 0.344 hartree
DFT total energy: -269.4307 hartree
Multiplicity: 1
Charge: +1
ΔE to the lowest compared entry with this formula, charge and spin: 1.9054 eV

Each line ends with the Löwdin charge.
Element x y z (Å)
C1 2.122 0.773 -0.526  -0.116
N1 1.625 -0.248 0.400  -0.126
C2 0.401 -0.849 -0.042  -0.263
C3 -0.748 0.184 -0.157  -0.262
C4 -1.088 0.876 1.195  -0.026
N2 -2.018 -0.667 -0.655  0.195
H1 2.273 0.376 -1.634  0.123
H2 3.063 1.076 -0.023  0.097
H3 1.511 1.641 -0.696  0.060
H4 2.244 -1.099 0.502  0.151
H5 0.408 -1.232 -1.081  0.117
H6 0.166 -1.674 0.684  0.149
H7 -0.604 0.905 -0.965  0.135
H8 -0.294 0.574 1.875  0.083
H9 -1.170 1.983 1.050  0.106
H10 -1.987 0.604 1.700  0.068
H11 -1.848 -0.983 -1.623  0.162
H12 -2.942 -0.159 -0.715  0.190
H13 -2.194 -1.512 -0.115  0.157

Record 5
Entry from the OMol25 dataset: a single C2H4N4S molecule at a distorted geometry (ωB97M-V/def2-TZVPD).

Values from the calculation:
Highest occupied orbital energy: -8.94 eV
Max |F|: 3.7 eV Å⁻¹
Kohn-Sham gap: 0.337 hartree
DFT total energy: -695.7342 hartree
Multiplicity: 1
ΔE to the lowest compared entry with this formula, charge and spin: 2.6597 eV

Each line ends with the Löwdin charge.
Element x y z (Å)
H1 1.782 -1.888 1.063  0.058
N1 1.010 -2.406 0.553  0.107
C1 0.506 -1.335 0.022  -0.461
N2 -0.506 -1.269 -0.954  0.122
C2 -0.835 -0.024 -1.050  -0.215
N3 -0.293 0.821 -0.090  -0.560
S1 -0.029 2.497 -0.396  0.762
N4 0.774 0.076 0.529  0.011
H2 -1.653 0.477 -1.499  0.106
H3 -1.234 2.875 0.252  -0.092
H4 0.478 0.176 1.571  0.162

Record 6
Entry from the OMol25 dataset: a molecular structure, C26H44GaIN5O5S at a distorted geometry (ωB97M-V/def2-TZVPD).

Values from the calculation:
Highest occupied orbital energy: -4.55 eV
Max |F|: 7.0 eV Å⁻¹
Kohn-Sham gap: 0.243 hartree
DFT total energy: -4287.5584 hartree
Multiplicity: 1
Charge: -1

Each line ends with the Löwdin charge.
Element x y z (Å)
O1 2.274 4.366 1.326  -0.052
C1 1.829 3.166 1.288  -0.403
C2 1.004 2.589 2.517  -0.235
Ga1 -0.995 2.222 2.149  0.033
I1 -1.533 1.261 -0.225  0.303
C3 -1.623 0.847 3.564  -0.331
C4 -2.164 -0.553 2.926  -0.324
C5 -0.992 -1.619 2.643  -0.218
C6 -0.965 -2.212 1.153  -0.223
C7 -0.149 -3.619 1.183  -0.225
C8 1.339 -3.477 1.777  -0.244
C9 2.440 -3.733 0.614  -0.441
S1 3.820 -4.819 1.274  0.867
C10 5.389 -3.862 1.257  -0.525
N1 6.262 -3.646 0.123  -0.042
N2 7.343 -2.881 0.407  -0.005
C11 7.172 -2.595 1.822  -0.095
O2 6.009 -3.198 2.361  -0.055
C12 2.153 2.257 0.020  -0.132
C13 3.002 0.968 0.226  -0.023
C14 3.264 0.078 -1.020  -0.084
C15 2.678 0.492 -2.417  -0.059
C16 1.864 1.824 -2.577  -0.064
C17 1.589 2.730 -1.352  -0.053
H1 1.578 1.680 2.950  0.062
H2 1.040 3.395 3.346  0.065
H3 -1.827 3.584 2.375  -0.065
H4 -2.486 1.315 4.148  0.035
H5 -0.715 0.570 4.201  0.037
H6 -2.826 -1.019 3.758  0.087
H7 -2.873 -0.388 2.039  0.058
H8 0.000 -1.102 2.870  0.092
H9 -1.117 -2.526 3.350  0.112
H10 -1.989 -2.446 0.709  0.108
H11 -0.383 -1.502 0.451  0.060
H12 -0.188 -4.174 0.174  0.106
H13 -0.731 -4.291 1.920  0.068
H14 1.509 -4.237 2.622  0.090
H15 1.576 -2.449 2.218  0.104
H16 1.917 -4.264 -0.260  0.079
H17 2.875 -2.750 0.225  0.071
H18 7.946 -1.956 2.352  0.129
H19 3.442 0.640 1.232  0.094
H20 3.864 -0.886 -0.962  0.063
H21 2.817 -0.150 -3.355  0.081
H22 1.442 2.150 -3.582  0.050
H23 0.994 3.701 -1.377  0.102
C18 -0.309 1.189 -7.786  -0.015
C19 0.330 1.762 -6.549  -0.545
O3 0.919 1.061 -5.739  0.030
N3 0.238 3.105 -6.344  0.006
C20 -0.408 4.098 -7.173  -0.083
H24 -0.150 0.110 -7.806  0.083
H25 -1.384 1.380 -7.777  0.084
H26 0.146 1.622 -8.680  0.081
H27 0.691 3.412 -5.494  0.135
H28 0.341 4.835 -7.472  0.081
H29 -1.177 4.595 -6.577  0.084
H30 -0.862 3.663 -8.061  0.072
C21 -2.004 -7.126 1.709  -0.005
C22 -3.045 -6.145 2.176  -0.536
O4 -2.834 -4.941 2.209  0.035
N4 -4.255 -6.631 2.570  0.000
C23 -4.702 -8.006 2.607  -0.087
H31 -1.098 -6.586 1.431  0.073
H32 -1.757 -7.823 2.514  0.085
H33 -2.365 -7.670 0.834  0.086
H34 -4.897 -5.910 2.868  0.141
H35 -5.584 -8.097 1.968  0.080
H36 -4.981 -8.249 3.635  0.080
H37 -3.935 -8.698 2.266  0.073
C24 -0.758 6.484 1.201  -0.011
C25 -1.859 6.075 0.260  -0.554
O5 -1.946 4.940 -0.179  -0.016
N5 -2.780 7.016 -0.102  -0.008
C26 -2.853 8.402 0.303  -0.096
H38 -0.109 5.628 1.392  0.062
H39 -0.157 7.279 0.753  0.084
H40 -1.180 6.816 2.152  0.085
H41 -3.484 6.663 -0.734  0.135
H42 -3.816 8.565 0.794  0.076
H43 -2.802 9.025 -0.594  0.075
H44 -2.049 8.676 0.982  0.072

Record 7
Entry from the OMol25 dataset: 2 unconnected molecules or ions with the total composition C2H5FO at a distorted geometry (ωB97M-V/def2-TZVPD).

Values from the calculation:
Highest occupied orbital energy (spin up / spin down): -8.98 / -8.98 eV
Max |F|: 3.8 eV Å⁻¹
Kohn-Sham gap (spin up / spin down): 0.341 / 0.341 hartree
DFT total energy: -254.1870 hartree
Multiplicity: 1
ΔE to the lowest compared entry with this formula, charge and spin: 2.8293 eV

Each line ends with the Löwdin charge.
Element x y z (Å)
C1 -0.957 -0.449 0.213  -0.051
C2 0.376 0.036 -0.238  -0.540
O1 1.298 0.145 0.693  0.005
F1 0.749 -0.606 -1.404  0.011
H1 -1.356 0.091 1.099  0.097
H2 -1.563 -0.254 -0.678  0.082
H3 -1.056 -1.535 0.440  0.102
H4 0.363 1.900 -0.692  0.137
H5 2.145 0.670 0.566  0.157

Record 8
Entry from the OMol25 dataset: 5 unconnected molecules or ions with the total composition C2H15NO4 at a distorted geometry (ωB97M-V/def2-TZVPD).

Values from the calculation:
Highest occupied orbital energy: -9.08 eV
Max |F|: 2.8 eV Å⁻¹
Kohn-Sham gap: 0.349 hartree
DFT total energy: -440.8712 hartree
Multiplicity: 1
ΔE to the lowest compared entry with this formula, charge and spin: 1.4348 eV

Each line ends with the Löwdin charge.
Element x y z (Å)
C1 -1.644 1.408 -0.833  -0.119
C2 -0.652 0.342 -1.287  -0.346
N1 -0.520 -0.889 -0.550  -0.015
H1 -1.607 1.774 0.175  0.050
H2 -1.442 2.276 -1.472  0.071
H3 -2.693 1.145 -0.914  0.060
H4 -0.817 0.042 -2.354  0.116
H5 0.359 0.855 -1.253  0.113
H6 -0.605 -1.763 -1.103  0.091
H7 0.294 -0.998 -0.011  0.028
O1 2.362 -0.912 -3.512  -0.073
H8 2.416 -1.357 -4.355  0.024
H9 2.937 -1.272 -2.803  0.051
O2 0.283 -2.785 1.987  -0.070
H10 -0.114 -1.923 1.824  -0.025
H11 0.873 -2.709 2.747  0.037
O3 2.388 2.914 2.124  -0.071
H12 1.859 2.453 2.766  0.015
H13 2.486 2.265 1.379  0.055
O4 -1.630 -0.351 2.481  -0.077
H14 -2.292 -0.097 3.198  0.082
H15 -2.241 -0.417 1.765  0.005

Record 9
Entry from the OMol25 dataset: a single C2H4Cl2N2 molecule at a distorted geometry (ωB97M-V/def2-TZVPD).

Values from the calculation:
Highest occupied orbital energy: -10.00 eV
Max |F|: 6.1 eV Å⁻¹
Kohn-Sham gap: 0.372 hartree
DFT total energy: -1108.4061 hartree
Multiplicity: 1
ΔE to the lowest compared entry with this formula, charge and spin: 2.4317 eV

Each line ends with the Löwdin charge.
Element x y z (Å)
H1 1.201 2.264 1.821  0.122
N1 0.717 2.031 0.846  0.137
C1 0.565 0.797 0.718  -0.705
N2 0.662 -0.302 1.659  -0.062
C2 -0.097 0.324 -0.473  -0.870
Cl1 -1.678 -0.606 0.179  0.515
Cl2 0.918 -0.636 -1.607  0.599
H2 0.224 -0.179 2.792  0.174
H3 -0.343 -0.980 1.522  0.032
H4 -0.631 1.182 -0.866  0.059

Record 10
Entry from the OMol25 dataset: a single C6H12N10 molecule at a distorted geometry (ωB97M-V/def2-TZVPD).

Values from the calculation:
Highest occupied orbital energy: -8.80 eV
Max |F|: 3.8 eV Å⁻¹
Kohn-Sham gap: 0.348 hartree
DFT total energy: -783.3556 hartree
Multiplicity: 1

Each line ends with the Löwdin charge.
Element x y z (Å)
H1 -2.900 4.681 0.722  0.028
N1 -3.475 3.872 0.929  0.098
C1 -2.850 2.799 1.174  -0.647
N2 -3.588 1.709 1.309  0.134
N3 -1.481 2.619 1.105  0.064
N4 -0.802 1.327 1.018  0.058
C2 -0.626 0.580 -0.143  -0.363
C3 -1.184 0.929 -1.347  -0.024
C4 -0.944 0.112 -2.413  -0.118
N5 -0.088 -0.889 -2.310  0.108
C5 0.452 -1.128 -1.146  -0.403
N6 1.257 -2.231 -1.080  0.073
N7 1.966 -2.727 0.100  0.070
C6 3.271 -2.405 0.286  -0.619
N8 3.886 -2.710 1.461  0.098
N9 4.060 -1.892 -0.592  0.088
H2 3.659 -1.690 -1.505  0.021
N10 0.155 -0.444 -0.025  0.183
H3 -4.456 1.806 0.809  0.108
H4 -3.045 0.876 1.162  0.080
H5 -0.972 3.493 1.169  0.139
H6 -0.244 0.966 1.778  0.135
H7 -1.869 1.720 -1.382  0.088
H8 -1.462 0.319 -3.350  0.118
H9 1.411 -2.613 -2.012  0.145
H10 1.465 -2.864 0.974  0.136
H11 3.504 -3.498 1.995  0.098
H12 4.899 -2.718 1.317  0.104